1.
ORCA calculation (wB97M-V/def2-TZVPD) on a 4-piece molecular cluster, C28H55BrFNO8Si overall at a distorted geometry.

Orbital gap ... 8.7 eV
SMILES ... COCCCC[Si@](Br)(CCC(=O)Nc1ccccc1)[C@H](C)F.COCCOC.COCCOC.COCCOC

Atoms and positions in Å:
C1 2.23 7.38 -2.46
O1 1.45 6.65 -3.46
C2 0.09 6.47 -3.00
C3 -0.75 5.36 -3.80
C4 0.11 4.12 -4.36
C5 -0.27 2.69 -3.69
Si1 0.68 2.29 -2.07
Br1 2.12 4.01 -1.50
C6 1.57 0.61 -2.29
C7 3.09 0.71 -2.80
C8 4.03 1.07 -1.56
O2 3.65 0.92 -0.36
N1 5.41 1.66 -1.72
C9 6.30 0.61 -1.15
C10 7.07 0.79 0.20
C11 7.93 -0.41 0.70
C12 7.98 -1.72 -0.14
C13 7.22 -1.90 -1.48
C14 6.36 -0.72 -1.99
C15 -0.51 2.13 -0.53
C16 -1.88 1.34 -0.85
F1 -0.74 3.51 -0.08
H1 1.58 7.70 -1.57
H2 2.71 8.30 -2.94
H3 3.06 6.71 -2.01
H4 -0.42 7.50 -3.05
H5 0.13 6.14 -1.90
H6 -1.27 5.89 -4.67
H7 -1.54 4.95 -3.07
H8 -0.17 4.01 -5.48
H9 1.24 4.27 -4.34
H10 0.05 1.90 -4.47
H11 -1.39 2.55 -3.54
H12 1.53 -0.06 -1.36
H13 1.00 0.03 -3.11
H14 3.24 1.38 -3.72
H15 3.39 -0.35 -3.15
H16 5.48 2.53 -1.16
H17 6.99 1.79 0.76
H18 8.48 -0.28 1.69
H19 8.58 -2.62 0.23
H20 7.21 -2.86 -2.11
H21 5.76 -0.80 -2.97
H22 0.13 1.65 0.30
H23 -1.66 0.22 -1.05
H24 -2.46 1.77 -1.74
H25 -2.53 1.42 0.10
C17 0.50 2.55 5.25
O3 -0.56 3.48 5.15
C18 -0.17 4.80 5.54
C19 0.07 5.69 4.33
O4 1.22 5.26 3.59
C20 0.87 4.55 2.41
H26 0.19 1.62 4.76
H27 1.41 2.91 4.77
H28 0.70 2.33 6.31
H29 0.72 4.76 6.18
H30 -0.99 5.21 6.12
H31 0.28 6.71 4.67
H32 -0.81 5.72 3.68
H33 0.47 5.24 1.66
H34 0.14 3.76 2.62
H35 1.78 4.09 2.01
C21 -3.73 -4.38 -1.15
O5 -2.64 -5.27 -1.35
C22 -1.77 -4.82 -2.39
C23 -0.50 -4.20 -1.82
O6 -0.78 -2.97 -1.16
C24 -0.79 -3.11 0.26
H36 -4.24 -4.67 -0.23
H37 -3.40 -3.34 -1.05
H38 -4.43 -4.46 -1.98
H39 -2.28 -4.13 -3.07
H40 -1.49 -5.71 -2.98
H41 0.18 -3.96 -2.65
H42 0.02 -4.89 -1.15
H43 0.23 -3.24 0.62
H44 -1.41 -3.96 0.57
H45 -1.21 -2.20 0.69
C25 -6.89 -8.12 3.85
O7 -5.48 -8.22 3.69
C26 -5.10 -8.46 2.34
C27 -4.58 -7.19 1.68
O8 -5.62 -6.23 1.51
C28 -5.56 -5.19 2.48
H46 -7.10 -7.75 4.85
H47 -7.33 -7.42 3.13
H48 -7.35 -9.10 3.73
H49 -5.93 -8.88 1.77
H50 -4.30 -9.20 2.36
H51 -4.21 -7.44 0.68
H52 -3.74 -6.76 2.25
H53 -4.71 -4.53 2.27
H54 -5.47 -5.59 3.49
H55 -6.48 -4.61 2.42

***

2.
ORCA calculation (wB97M-V/def2-TZVPD) on C28H55F4N3O20S4Y as an isolated structure at a distorted geometry.

Orbital gap ... 7.4 eV
Total charge ... +1

Atoms and positions in Å:
Y1 1.50 -2.38 -0.03
N1 0.87 -4.12 1.19
S1 0.56 -5.66 0.75
O1 -0.80 -5.97 0.72
O2 1.58 -6.61 0.94
F1 0.80 -5.29 -0.86
S2 0.78 -4.46 2.86
O3 2.04 -4.75 3.42
O4 -0.37 -5.10 3.39
F2 0.47 -2.96 3.25
N2 0.42 -0.39 0.00
S3 0.23 0.84 -1.00
O5 0.44 2.11 -0.42
O6 -0.65 0.66 -2.08
F3 1.67 0.66 -1.75
S4 -0.79 0.06 1.14
O7 -2.04 0.47 0.67
O8 -0.23 0.59 2.31
F4 -1.03 -1.48 1.48
O9 -2.81 -2.17 5.16
C1 -3.04 -2.11 3.98
O10 -3.20 -0.97 3.30
C2 -3.20 0.28 4.01
C3 -4.33 1.13 3.46
C4 -3.21 -3.32 3.10
H1 -2.24 0.76 3.86
H2 -3.35 0.10 5.07
H3 -4.46 0.99 2.39
H4 -4.16 2.19 3.62
H5 -5.29 0.86 3.92
H6 -3.88 -4.04 3.57
H7 -2.27 -3.78 2.84
H8 -3.74 -3.03 2.19
O11 2.40 -1.76 2.13
C5 2.80 -1.39 3.23
O12 3.99 -1.68 3.67
C6 4.91 -2.42 2.86
C7 5.72 -3.36 3.72
C8 2.04 -0.50 4.15
H9 5.58 -1.74 2.32
H10 4.38 -2.98 2.09
H11 5.14 -3.91 4.45
H12 6.52 -2.83 4.25
H13 6.26 -4.07 3.08
H14 2.24 0.53 3.86
H15 2.40 -0.65 5.16
H16 0.98 -0.74 4.14
O13 -2.78 3.88 1.99
C9 -2.67 5.04 2.29
O14 -1.51 5.71 2.20
C10 -0.45 5.12 1.44
C11 0.27 4.05 2.23
C12 -3.74 5.89 2.88
H17 0.23 5.92 1.16
H18 -0.85 4.68 0.52
H19 -0.42 3.27 2.55
H20 0.74 4.49 3.11
H21 1.00 3.54 1.60
H22 -4.41 5.31 3.51
H23 -4.33 6.31 2.05
H24 -3.33 6.72 3.44
O15 0.87 1.56 -7.70
C13 1.26 1.74 -6.58
O16 2.20 2.65 -6.24
C14 2.84 3.31 -7.33
C15 4.09 3.99 -6.81
C16 0.68 1.04 -5.38
H25 2.20 4.07 -7.79
H26 3.08 2.57 -8.09
H27 3.84 4.85 -6.19
H28 4.72 4.26 -7.65
H29 4.64 3.31 -6.15
H30 1.14 1.20 -4.41
H31 0.87 -0.02 -5.59
H32 -0.40 1.14 -5.31
O17 -3.52 3.44 -3.56
C17 -3.25 2.86 -2.55
O18 -3.64 1.59 -2.31
C18 -4.45 0.97 -3.30
C19 -3.58 0.26 -4.31
C20 -2.53 3.45 -1.39
H33 -5.13 1.68 -3.76
H34 -5.04 0.22 -2.76
H35 -2.95 0.99 -4.83
H36 -4.19 -0.26 -5.06
H37 -2.90 -0.46 -3.86
H38 -2.69 2.89 -0.47
H39 -2.92 4.46 -1.25
H40 -1.46 3.50 -1.60
O19 3.37 -1.01 -0.28
C21 4.31 -0.22 -0.52
O20 4.41 0.95 -0.03
C22 3.40 1.55 0.86
C23 4.12 2.12 2.06
C24 5.45 -0.59 -1.41
H41 2.71 0.78 1.19
H42 2.88 2.29 0.27
H43 3.39 2.45 2.80
H44 4.81 2.91 1.76
H45 4.80 1.39 2.53
H46 6.22 0.16 -1.33
H47 5.05 -0.57 -2.43
H48 5.81 -1.59 -1.18
C25 -3.80 -5.16 -0.59
C26 -2.95 -5.54 -1.79
C27 -2.31 -4.37 -2.50
C28 -1.39 -3.60 -1.68
N3 -0.73 -2.95 -0.99
H49 -3.21 -4.85 0.27
H50 -4.35 -6.05 -0.28
H51 -4.51 -4.36 -0.80
H52 -3.58 -6.07 -2.50
H53 -2.17 -6.23 -1.49
H54 -3.07 -3.60 -2.76
H55 -1.83 -4.63 -3.44

***

3.
ORCA calculation (wB97M-V/def2-TZVPD) on C28H56BN2P2PdSTe as an isolated structure at a distorted geometry.

Orbital gap ... 6.6 eV
Total charge ... +1

Atoms and positions in Å:
Pd1 0.53 -0.22 -0.01
C1 -1.61 1.58 4.88
C2 -1.20 1.80 3.42
C3 -0.43 3.11 3.29
C4 -2.45 1.87 2.54
P1 -0.14 0.44 2.60
C5 -1.28 -1.06 2.80
N1 -1.95 -1.22 1.54
B1 -1.31 -1.07 0.26
N2 -2.37 -1.01 -0.69
C6 -2.27 -0.84 -2.11
P2 -0.57 -0.19 -2.56
C7 -0.42 -0.94 -4.31
C8 0.75 -0.29 -5.04
C9 -1.67 -0.88 -5.19
C10 -0.06 -2.40 -4.02
C11 -0.84 1.69 -2.63
C12 -1.56 2.08 -1.33
C13 -1.61 2.21 -3.83
C14 0.57 2.29 -2.56
C15 -3.57 -1.17 -0.03
C16 -4.87 -1.17 -0.51
C17 -5.89 -1.32 0.40
C18 -5.63 -1.47 1.76
C19 -4.35 -1.46 2.26
C20 -3.30 -1.30 1.36
C21 1.33 -0.10 3.66
C22 1.87 -1.35 2.95
C23 1.03 -0.43 5.13
C24 2.38 1.00 3.55
H1 -2.34 2.34 5.14
H2 -0.76 1.69 5.55
H3 -2.07 0.61 5.04
H4 -1.09 3.95 3.48
H5 -0.03 3.21 2.28
H6 0.39 3.17 4.00
H7 -3.00 2.78 2.76
H8 -3.11 1.02 2.70
H9 -2.17 1.89 1.48
H10 -1.99 -0.91 3.61
H11 -0.67 -1.94 3.01
H12 -3.05 -0.15 -2.47
H13 -2.41 -1.81 -2.61
H14 0.52 0.73 -5.36
H15 0.99 -0.87 -5.93
H16 1.62 -0.27 -4.40
H17 -1.84 0.12 -5.56
H18 -2.56 -1.22 -4.67
H19 -1.52 -1.53 -6.04
H20 0.70 -2.46 -3.24
H21 0.32 -2.88 -4.91
H22 -0.93 -2.96 -3.68
H23 -2.60 1.77 -1.34
H24 -1.53 3.16 -1.21
H25 -1.04 1.62 -0.48
H26 -2.57 1.71 -3.93
H27 -1.06 2.08 -4.76
H28 -1.81 3.28 -3.71
H29 1.08 1.90 -1.67
H30 0.52 3.38 -2.48
H31 1.15 2.04 -3.44
H32 -5.08 -1.07 -1.57
H33 -6.91 -1.33 0.05
H34 -6.46 -1.60 2.44
H35 -4.16 -1.59 3.32
H36 1.37 -2.26 3.27
H37 2.93 -1.46 3.18
H38 1.74 -1.24 1.85
H39 0.14 -1.03 5.25
H40 0.93 0.48 5.71
H41 1.87 -0.99 5.54
H42 2.56 1.23 2.50
H43 3.32 0.67 4.00
H44 2.07 1.91 4.05
C25 3.75 -1.84 -2.92
S1 2.87 -0.46 -2.14
C26 3.84 0.89 -2.86
H45 4.79 -1.84 -2.57
H46 3.72 -1.73 -3.99
H47 3.26 -2.76 -2.62
H48 3.66 0.95 -3.92
H49 4.90 0.72 -2.66
H50 3.52 1.81 -2.38
C27 5.84 -0.21 2.12
Te1 4.39 -0.11 0.51
C28 4.19 -2.26 0.47
H51 5.46 -0.79 2.96
H52 6.05 0.80 2.46
H53 6.76 -0.66 1.77
H54 4.95 -2.71 -0.16
H55 3.20 -2.51 0.10
H56 4.31 -2.63 1.48

***

4.
ORCA calculation (wB97M-V/def2-TZVPD) on a 14-piece molecular cluster, C28H56Cl28 overall at a distorted geometry.

Orbital gap ... 10.4 eV

Atoms and positions in Å:
Cl1 -4.91 -2.33 0.47
C1 -4.02 -0.84 0.93
C2 -4.99 0.27 1.27
Cl2 -4.24 1.78 1.77
H1 -3.38 -0.65 0.07
H2 -3.47 -1.09 1.83
H3 -5.49 0.11 2.22
H4 -5.69 0.43 0.45
Cl3 1.84 -4.40 0.46
C3 2.74 -5.81 -0.18
C4 2.02 -6.35 -1.42
Cl4 0.41 -6.94 -1.03
H5 2.77 -6.64 0.53
H6 3.73 -5.53 -0.54
H7 2.52 -7.20 -1.88
H8 2.04 -5.54 -2.15
Cl5 5.05 0.78 1.48
C5 6.76 1.19 1.76
C6 7.58 1.56 0.44
Cl6 6.74 2.74 -0.62
H9 7.17 0.24 2.11
H10 6.70 1.96 2.53
H11 7.75 0.60 -0.05
H12 8.58 1.97 0.58
Cl7 -3.88 -5.66 0.99
C7 -3.75 -5.60 -0.78
C8 -4.94 -6.20 -1.56
Cl8 -5.22 -7.98 -1.49
H13 -2.83 -6.14 -1.00
H14 -3.44 -4.60 -1.07
H15 -4.93 -5.88 -2.60
H16 -5.80 -5.77 -1.05
Cl9 -5.96 5.91 -3.57
C9 -4.32 5.26 -3.03
C10 -4.57 4.20 -1.96
Cl10 -3.04 3.43 -1.35
H17 -3.65 6.05 -2.69
H18 -3.88 4.88 -3.95
H19 -5.20 3.42 -2.39
H20 -5.14 4.57 -1.11
Cl11 -2.39 -0.79 -7.08
C11 -3.33 -1.80 -5.95
C12 -2.66 -1.77 -4.62
Cl12 -3.67 -2.52 -3.34
H21 -3.41 -2.82 -6.33
H22 -4.32 -1.43 -5.69
H23 -2.38 -0.74 -4.41
H24 -1.69 -2.26 -4.49
Cl13 -0.16 5.98 -1.69
C13 0.94 7.39 -1.54
C14 1.88 6.99 -0.40
Cl14 2.69 8.45 0.07
H25 0.39 8.28 -1.23
H26 1.39 7.79 -2.44
H27 2.62 6.23 -0.64
H28 1.33 6.67 0.48
Cl15 0.37 2.43 0.70
C15 -0.03 0.82 0.04
C16 0.18 -0.27 1.14
Cl16 -0.32 -1.80 0.55
H29 0.65 0.60 -0.78
H30 -1.05 0.79 -0.34
H31 -0.46 -0.08 2.01
H32 1.22 -0.44 1.42
Cl17 -2.22 -2.18 4.82
C17 -2.05 -2.11 6.59
C18 -0.59 -1.55 6.87
Cl18 -0.33 -1.55 8.70
H33 -2.19 -3.08 7.07
H34 -2.87 -1.50 6.95
H35 -0.42 -0.52 6.58
H36 0.22 -2.15 6.45
Cl19 1.50 1.54 4.01
C19 3.10 2.33 4.20
C20 3.29 3.31 3.04
Cl20 2.56 4.90 3.54
H37 3.91 1.61 4.06
H38 3.18 2.73 5.21
H39 2.79 3.02 2.12
H40 4.35 3.43 2.82
Cl21 -0.88 -9.02 3.64
C21 -1.22 -7.81 2.34
C22 -1.07 -6.39 2.71
Cl22 -2.00 -5.88 4.20
H41 -2.20 -8.04 1.93
H42 -0.54 -8.15 1.55
H43 -1.27 -5.73 1.87
H44 -0.04 -6.09 2.91
Cl23 4.06 -2.17 -1.96
C23 2.74 -0.99 -1.73
C24 1.75 -1.26 -2.85
Cl24 1.14 0.24 -3.70
H45 3.18 -0.05 -2.07
H46 2.41 -0.96 -0.69
H47 0.84 -1.72 -2.45
H48 2.11 -1.97 -3.59
Cl25 -4.44 7.03 0.34
C25 -2.72 6.62 0.63
C26 -2.38 6.74 2.09
Cl26 -3.06 8.27 2.82
H49 -2.22 7.42 0.09
H50 -2.65 5.63 0.18
H51 -1.31 6.78 2.29
H52 -2.82 5.94 2.69
Cl27 4.06 2.09 -2.99
C27 4.88 1.53 -4.50
C28 5.79 0.29 -4.14
Cl28 6.84 -0.23 -5.40
H53 5.50 2.35 -4.86
H54 4.13 1.35 -5.27
H55 5.26 -0.56 -3.70
H56 6.41 0.62 -3.30